Density functional theory data (ωB97M-V/def2-TZVPD) for a cluster of 2 separate species, C3H2NO3 in total in a non-equilibrium geometry.

For the lowest unoccupied orbital energy (spin up / spin down), the calculation gives 3.8330 / 3.8335 eV. The frontier orbital gap (spin up / spin down) comes out at 6.42 / 6.42 eV. Its relative energy (zero: lowest compared OMol25 entry of this formula, charge and spin) is 442.5 kJ/mol. The total energy comes out at -10773.18317 eV.

The geometry in ORCA input format:
```
! wB97M-V def2-TZVPD RIJCOSX def2/J DEFGRID3
* xyz -1 1
O 0.8638 -1.4622 -1.0807
O 0.6701 -1.5271 1.1800
O 1.9185 1.8279 -0.1612
N 0.6580 1.6399 -0.2083
C -0.1301 0.7384 0.0609
C 0.6994 -1.2200 0.0405
C -1.3977 0.2478 0.0184
H -1.5116 -0.3594 -0.8720
H -1.7705 0.1147 1.0224
*
```

Results of the natural (NBO) charge analysis, in e, for atoms 1 through 2: number 1, O, carries -0.5614; number 2, O, carries -0.5812